The following is a DFT calculation (ωB97M-V/def2-TZVPD) of a molecular structure, C46H109CrFN8O11Y in a non-equilibrium geometry.

* highest occupied orbital energy (spin up / spin down): -7.6 / -7.6 eV
* multiplicity: 5
* E_tot: -4265.97797 a.u.
* frontier orbital gap (spin up / spin down): 4.57 / 4.55 eV
* LUMO energy (spin up / spin down): -3.1 / -3.1 eV
* charge: +1
* strongest force on any atom: 0.1048 Eh/bohr

Cartesian coordinates (Å):
Y -12.729 16.534 18.880
Cr -14.831 19.502 21.037
F -13.952 18.493 19.376
O -11.339 13.681 26.709
O -14.949 15.013 28.887
O -10.394 18.160 14.572
O -14.229 17.794 22.228
O -18.817 17.309 22.805
O -18.932 20.316 19.952
O -14.567 12.619 20.890
O -11.101 14.798 18.772
O -10.963 17.671 19.918
O -15.154 20.750 22.938
O -13.193 16.274 21.239
N -14.066 14.494 18.820
N -16.262 16.577 25.602
N -11.310 17.458 17.129
N -16.856 18.743 20.942
N -14.672 21.548 24.063
N -16.995 15.050 22.970
N -11.108 13.363 18.914
N -9.654 12.959 28.771
C -18.642 13.571 23.790
C -19.985 21.075 19.347
C -17.521 16.287 27.685
C -14.016 14.023 29.192
C -10.645 18.183 13.099
C -9.103 13.970 27.798
C -15.692 20.416 25.945
C -10.097 16.976 16.615
C -13.420 16.007 23.617
C -10.793 11.304 20.395
C -7.607 13.927 27.565
C -16.818 23.003 24.303
C -14.180 23.153 26.441
C -19.622 18.424 22.954
C -15.055 15.219 27.447
C -9.649 12.568 16.921
C -10.433 12.784 20.132
C -17.449 18.342 19.692
C -16.016 16.469 27.095
C -18.833 18.933 19.504
C -10.406 18.701 19.060
C -11.173 18.819 17.784
C -14.367 20.865 25.343
C -15.429 14.066 19.083
C -12.275 13.066 16.778
C -10.046 17.127 20.897
C -11.269 11.007 18.022
C -15.507 13.695 20.558
C -13.584 19.478 25.026
C -14.470 23.694 25.048
C -13.629 16.713 22.286
C -11.012 13.353 21.450
C -15.293 22.907 24.012
C -14.999 23.583 22.543
C -18.401 14.899 23.060
C -14.480 12.347 22.218
C -10.552 10.392 19.219
C -17.437 16.765 19.620
C -8.854 12.893 20.109
C -13.534 21.764 26.352
C -9.940 13.849 26.432
C -15.733 12.906 18.122
C -19.094 16.174 23.658
C -10.033 16.876 15.045
C -12.046 13.016 25.650
C -11.055 12.547 17.629
H -16.165 21.250 26.463
H -10.974 19.212 12.950
H -13.574 23.824 27.049
H -16.689 15.162 23.926
H -12.442 14.061 16.364
H -11.861 11.247 20.605
H -11.420 17.491 12.771
H -17.223 22.613 25.236
H -16.550 13.451 20.763
H -19.040 19.252 22.547
H -10.447 19.629 19.631
H -13.967 23.431 22.227
H -12.290 12.554 15.816
H -11.783 11.966 25.521
H -19.765 18.560 24.026
H -16.459 16.501 20.021
H -17.943 17.288 27.589
H -20.056 22.104 19.700
H -11.016 9.410 19.316
H -7.051 14.675 27.000
H -16.700 12.529 18.455
H -15.490 16.681 24.958
H -15.640 23.063 21.831
H -18.713 16.454 24.641
H -18.250 16.445 20.272
H -8.577 13.854 19.675
H -16.892 15.974 22.575
H -12.453 21.672 26.456
H -10.634 13.191 28.691
H -14.323 15.403 23.696
H -11.995 13.462 24.656
H -13.698 11.601 22.363
H -9.688 16.120 17.152
H -13.557 13.759 19.291
H -16.065 14.944 18.972
H -13.665 21.303 27.331
H -17.437 22.618 23.493
H -15.644 14.417 27.003
H -15.450 17.320 27.473
H -21.029 20.774 19.430
H -18.778 14.785 22.044
H -9.356 18.503 18.846
H -19.679 13.386 23.510
H -9.780 17.863 12.519
H -14.311 12.981 29.068
H -15.312 14.591 21.147
H -9.501 10.260 18.963
H -17.903 12.826 23.496
H -19.048 18.800 18.443
H -19.800 21.190 18.279
H -9.120 13.501 17.118
H -9.355 15.002 28.044
H -9.513 12.106 28.250
H -10.780 14.411 21.570
H -16.815 18.741 18.901
H -17.636 16.463 18.591
H -11.895 17.564 16.313
H -17.023 24.074 24.311
H -13.176 12.716 17.282
H -9.134 16.420 14.630
H -17.707 16.025 28.727
H -18.071 15.517 27.145
H -13.118 13.052 25.840
H -8.383 12.076 19.561
H -8.380 12.867 21.090
H -15.220 24.647 22.470
H -13.336 19.034 25.990
H -15.021 23.029 27.124
H -12.100 13.301 21.406
H -18.457 13.535 24.863
H -10.900 10.406 17.191
H -14.303 18.791 24.580
H -13.413 16.595 24.535
H -14.177 13.236 22.771
H -12.176 19.227 17.916
H -12.468 15.476 23.617
H -13.016 14.070 28.761
H -9.669 12.950 25.878
H -16.895 17.329 25.370
H -9.256 16.524 20.448
H -10.221 10.931 21.244
H -14.074 15.412 27.013
H -9.014 11.711 17.146
H -16.413 20.057 25.211
H -7.422 13.089 26.892
H -9.663 14.639 25.734
H -15.077 12.039 18.044
H -7.170 13.839 28.560
H -13.497 24.017 24.679
H -9.348 17.691 16.957
H -15.365 11.999 22.750
H -15.619 19.480 26.499
H -9.506 17.961 21.345
H -17.056 17.990 21.586
H -13.850 14.083 30.268
H -17.586 19.385 21.214
H -19.529 18.301 20.055
H -20.150 15.973 23.837
H -9.820 12.577 15.844
H -10.766 16.116 14.774
H -13.952 14.154 17.876
H -10.546 16.641 21.735
H -20.563 18.333 22.412
H -10.620 12.763 22.279
H -15.755 13.200 17.073
H -12.620 19.619 24.538
H -14.861 24.694 25.235
H -10.724 19.352 16.946
H -12.318 10.711 18.052

The following is a DFT calculation (ωB97M-V/def2-TZVPD) of a molecular structure, C23H27CdN3O5S3Se in a non-equilibrium geometry.

* highest occupied orbital energy: -1.4 eV
* E_tot: -5196.99005 a.u.
* frontier orbital gap: 5.92 eV
* LUMO energy: 4.5 eV
* charge: -2
* energy relative to the best compared isomer or geometry (same formula, charge and spin): 0.000 eV
* strongest force on any atom: 0.0563 Eh/bohr

Cartesian coordinates (Å):
Cd -0.640 0.032 0.209
Se -2.449 -2.988 3.942
S -0.460 0.929 2.574
S 1.738 0.985 -0.198
S 0.470 4.589 -2.772
O 0.629 5.847 -3.604
O -0.736 -4.317 -0.472
O -1.769 1.484 -1.346
O -0.345 -2.323 0.501
O -3.486 1.770 -2.725
N -0.148 -4.121 2.744
N -2.026 -1.069 -1.241
N 0.171 -2.062 3.253
C -1.877 -2.412 -1.361
C -3.326 -2.419 -3.224
C 1.368 -2.527 2.755
C 1.957 1.866 1.291
C -0.866 -3.086 -0.365
C -1.113 4.589 -1.907
C 1.085 1.823 2.306
C -3.545 -1.087 -3.074
C -0.960 3.363 -4.866
C 1.148 -3.880 2.436
C -0.720 -3.075 3.351
C 2.222 -4.647 1.930
C 2.604 -1.901 2.694
C 1.473 2.559 3.636
C -2.784 -0.429 -2.103
C -2.460 -3.134 -2.394
C 3.643 -2.675 2.107
C -2.699 1.080 -2.060
C -0.871 4.755 -0.458
C 3.437 -4.000 1.718
C 3.360 2.417 1.423
C -0.719 -5.459 2.554
C 0.210 3.231 -3.920
H -0.780 2.939 -5.841
H 1.255 3.014 -4.377
H -1.798 4.796 0.090
H -4.165 -0.424 -3.688
H -3.901 -2.907 -4.051
H 4.550 -2.211 1.891
H 4.199 -4.562 1.195
H -1.595 3.649 -2.236
H 3.415 3.093 2.217
H -1.868 2.843 -4.427
H 2.189 -5.625 1.505
H 2.609 -0.834 2.918
H -1.719 -5.428 2.932
H 2.495 2.291 4.157
H -1.150 4.423 -4.998
H 3.634 3.003 0.546
H 0.693 2.386 4.339
H -0.223 3.989 0.040
H -0.736 -5.699 1.495
H -0.482 5.759 -0.312
H 4.150 1.727 1.618
H 0.193 2.435 -3.186
H 1.446 3.570 3.409
H -0.079 -6.210 2.945
H 0.024 -1.063 3.249
H -1.637 5.510 -2.298
H -2.236 -4.171 -2.467

The following is a DFT calculation (ωB97M-V/def2-TZVPD) of a molecular structure, C29H38CdN5O10 in a non-equilibrium geometry.

* highest occupied orbital energy: -10.0 eV
* E_tot: -2321.74643 a.u.
* frontier orbital gap: 6.39 eV
* LUMO energy: -3.7 eV
* charge: +1
* energy relative to the best compared isomer or geometry (same formula, charge and spin): 1.365 eV
* strongest force on any atom: 0.0314 Eh/bohr

Cartesian coordinates (Å):
Cd -0.370 -0.024 0.441
O 4.101 0.191 0.221
O -2.374 0.068 -0.001
O -1.220 -3.942 2.318
O -1.265 -1.758 2.065
O 1.297 -0.264 -1.851
O -0.774 -1.874 -0.938
O 2.025 0.922 0.572
O -1.776 2.138 -1.543
O -4.217 -0.868 -0.792
O -2.517 7.059 1.912
N -4.113 5.631 2.604
N -0.820 1.486 1.947
N 1.238 -1.572 1.280
N 2.854 0.340 -3.356
N -2.102 4.859 1.619
C -6.754 2.369 2.314
C 2.834 0.027 0.567
C 1.713 -3.839 1.818
C -7.729 1.240 2.192
C -2.419 3.229 3.414
C 0.830 -2.767 1.690
C -2.135 1.958 3.873
C 3.802 -0.637 -2.867
C -6.890 3.336 3.303
C -2.709 -3.310 -0.992
C -3.016 -0.841 -0.641
C -4.814 3.546 1.489
C 3.285 1.145 -4.478
C -6.003 4.390 3.393
C 3.470 -2.376 1.102
C -2.761 2.646 -2.420
C -1.079 2.708 1.496
C -2.266 -1.680 -2.860
C 1.637 0.450 -2.807
C -0.644 -2.787 2.033
C -4.954 4.508 2.485
C -2.907 5.922 2.051
C 3.052 -3.631 1.515
C -5.696 2.484 1.418
C -2.153 -1.936 -1.358
C 2.514 -1.369 0.991
C -1.337 1.113 3.116
C -1.884 3.626 2.184
C 0.704 1.448 -3.426
H 4.346 0.980 -4.635
H -6.126 5.137 4.164
H -3.315 -1.692 -3.148
H 3.335 -1.213 -2.070
H -0.253 -1.484 -1.660
H 4.288 1.117 -0.009
H -3.154 1.867 -3.081
H -7.210 0.284 2.240
H 3.762 -4.440 1.598
H -8.240 1.288 1.231
H -8.474 1.283 2.983
H -5.562 1.734 0.652
H 1.392 -4.820 2.136
H -1.116 0.108 3.449
H 4.506 -2.179 0.882
H -1.429 5.153 0.923
H -2.288 3.420 -3.024
H -3.763 -3.334 -1.244
H -7.700 3.265 4.015
H -1.737 -2.445 -3.428
H -2.609 -3.491 0.075
H -2.195 -4.100 -1.537
H 4.094 -1.313 -3.673
H 3.128 2.205 -4.285
H -0.642 -4.717 2.293
H 2.751 0.877 -5.392
H 1.170 2.422 -3.557
H -0.648 2.976 0.537
H -2.210 1.481 -0.960
H -2.536 1.623 4.815
H 4.689 -0.134 -2.476
H -4.565 6.451 2.992
H 0.386 1.091 -4.407
H -3.030 3.897 3.999
H -3.594 3.083 -1.864
H -4.035 3.633 0.752
H -0.165 1.568 -2.780
H -1.852 -0.701 -3.104

The following is a DFT calculation (ωB97M-V/def2-TZVPD) of a molecular structure, C35H43BF3I3N4O17.

* highest occupied orbital energy: -8.9 eV
* E_tot: -4075.22679 a.u.
* frontier orbital gap: 8.13 eV
* LUMO energy: -0.8 eV
* charge: 0
* strongest force on any atom: 0.0163 Eh/bohr

Cartesian coordinates (Å):
I -0.417 -0.199 4.996
I -4.006 0.476 4.648
I -1.900 -3.818 -0.091
F -6.571 -5.246 1.486
F 7.434 -3.533 1.031
F -2.652 -2.815 -6.558
O -1.555 5.956 3.927
O 4.383 -3.667 -0.561
O 3.783 0.652 -0.721
O -5.016 -7.534 -0.567
O 4.302 1.022 1.523
O 1.602 -1.812 -5.759
O -2.133 6.135 1.651
O 0.529 -2.164 -7.711
O -5.824 -9.458 0.285
O -0.633 -2.127 -5.814
O 3.965 0.502 4.351
O -2.516 -0.964 0.199
O -0.517 3.167 4.084
O 2.969 4.009 0.900
O -6.264 -7.475 1.275
O 5.229 -3.697 1.496
O 2.998 -3.501 1.203
N -2.336 1.174 -2.566
N -3.260 2.549 -0.895
N 2.160 6.531 0.026
N -4.400 0.592 -1.584
C 0.054 -0.125 1.328
C -5.661 -6.200 1.175
C 1.642 1.356 0.255
C 0.255 2.143 2.086
C 0.853 6.177 0.588
C -2.833 6.475 4.295
C -5.245 -6.152 -0.280
C -0.165 3.293 2.935
C -0.579 -1.479 1.530
C -5.714 -8.282 0.322
C -3.223 1.489 1.939
C -0.315 0.883 2.213
C 0.944 -0.755 -2.109
C 4.774 0.983 0.216
C -0.164 4.619 2.253
C -1.037 0.829 -1.938
C 5.806 -3.624 -0.712
C 4.488 -0.444 3.429
C 1.333 -1.000 -0.647
C 1.005 0.104 0.326
C 6.278 -4.116 0.641
C 0.797 4.867 1.345
C -2.605 0.862 3.157
C -3.344 1.503 -1.610
C -1.721 -1.743 0.594
C -0.540 -0.543 -2.375
C 1.235 2.379 1.119
C -1.588 -2.033 -6.853
C -1.308 0.621 3.276
C -0.809 -2.540 -8.050
C 3.919 -0.239 2.050
C 2.733 1.616 -0.760
C 4.088 -3.614 0.756
C 1.803 3.776 1.091
C 0.608 -2.017 -6.368
B -1.328 5.623 2.641
H -4.594 0.254 -0.651
H -0.879 -3.626 -8.122
H 2.325 1.606 -1.769
H -1.974 5.698 0.809
H 6.123 -2.593 -0.881
H 6.387 -5.199 0.719
H 2.397 -1.224 -0.625
H -3.817 2.352 2.236
H -0.964 -1.578 2.544
H -1.156 -1.338 -1.951
H -4.221 -0.189 -2.198
H -4.346 -5.569 -0.455
H 1.274 -1.633 -2.665
H 2.829 -0.289 2.116
H -0.304 1.571 -2.261
H -2.216 1.991 -3.149
H 0.158 -2.270 1.407
H 4.239 -1.464 3.736
H 2.467 5.851 -0.654
H 6.120 -4.248 -1.544
H -3.631 5.849 3.902
H -4.091 2.642 -0.314
H 1.478 0.087 -2.545
H -1.104 -2.086 -8.991
H 0.839 -1.920 -0.344
H -3.907 0.779 1.472
H 0.096 6.091 -0.204
H -0.699 -0.607 -3.453
H -1.926 -0.998 -6.934
H 5.576 -0.368 3.423
H 5.199 1.967 0.010
H 0.565 6.992 1.246
H -6.060 -5.779 -0.903
H 3.169 2.592 -0.596
H -4.835 -6.138 1.885
H 2.077 7.428 -0.432
H -2.475 1.779 1.203
H 3.271 0.080 4.862
H -2.955 7.500 3.950
H 5.557 0.225 0.105
H -1.143 0.907 -0.858
H -2.880 6.466 5.380
H 4.243 -1.039 1.379

The following is a DFT calculation (ωB97M-V/def2-TZVPD) of a molecular structure, C3H8OS in a non-equilibrium geometry.

* highest occupied orbital energy: -8.1 eV
* E_tot: -592.34738 a.u.
* frontier orbital gap: 8.02 eV
* LUMO energy: -0.1 eV
* charge: 0
* energy relative to the best compared isomer or geometry (same formula, charge and spin): 4.644 eV
* strongest force on any atom: 0.0785 Eh/bohr

Cartesian coordinates (Å):
S 0.375 0.157 0.893
O -0.390 0.956 1.800
C 0.010 0.265 -0.780
C -0.075 -1.632 1.204
C -0.415 1.614 -1.316
H 0.447 2.250 -1.479
H 0.094 -1.617 2.266
H 0.662 -2.161 0.654
H -1.124 -1.761 0.940
H 0.592 -0.344 -1.476
H -0.989 1.603 -2.324
H 1.666 -0.053 2.002
H -1.052 2.037 -0.518

The following is a DFT calculation (ωB97M-V/def2-TZVPD) of a molecular structure, H16O8 in a non-equilibrium geometry.

* highest occupied orbital energy: -8.0 eV
* E_tot: -611.17664 a.u.
* frontier orbital gap: 7.21 eV
* LUMO energy: -0.8 eV
* charge: 0
* energy relative to the best compared isomer or geometry (same formula, charge and spin): 11.047 eV
* strongest force on any atom: 0.1922 Eh/bohr

Cartesian coordinates (Å):
O 1.980 0.788 0.537
O -1.066 1.334 2.066
O -0.769 2.407 -0.309
O 0.409 -0.206 -0.049
O -1.178 -1.624 1.046
O -1.605 0.366 0.178
O 2.029 -1.663 -1.116
O 1.264 -0.107 -2.531
H -0.552 -2.326 1.221
H -1.570 2.829 -0.618
H -1.065 1.582 0.074
H 2.458 -2.503 -0.954
H 1.137 0.351 0.663
H 0.604 -1.122 0.150
H 2.055 -1.560 -2.067
H 1.377 -0.267 -1.594
H -1.741 -0.435 0.685
H -2.476 0.597 -0.144
H -0.546 -0.149 -0.007
H -1.300 0.869 1.262
H -1.945 -1.849 1.573
H 2.002 0.453 -2.770
H 1.789 1.508 -0.065
H -1.291 0.724 2.769